Record 1
Here is C38H32AsCl2N2O7V as an isolated structure from the Open Molecules 2025 dataset. Energies are from ωB97M-V/def2-TZVPD.

- LUMO energy (alpha / beta) (eV) = 2.3015 / 2.3053
- net charge = -1
- energy (eV) = -168814.6739
- HOMO-LUMO gap (alpha / beta) (eV) = 6.26 / 5.63
- highest occupied orbital energy (alpha / beta) (hartree) = -0.1456 / -0.1221
- 2S+1 = 2
- energy relative to the best compared isomer or geometry (same formula, charge and spin) (kJ/mol) = 34.2

Each line ends with the Löwdin charge.
Element x y z (Å)
1 V 0.443 -0.345 -0.148  0.867
2 O 1.413 1.408 0.730  -0.156
3 C 2.805 1.425 0.397  -0.201
4 C 3.008 1.247 -1.103  -0.140
5 N 2.147 0.178 -1.625  -0.224
6 C 1.435 0.629 -2.828  -0.081
7 C 0.239 1.503 -2.432  -0.626
8 O -0.150 2.386 -3.182  0.031
9 O -0.298 1.157 -1.313  -0.200
10 C 2.832 -1.101 -1.837  -0.087
11 C 1.795 -2.233 -1.939  -0.639
12 O 2.098 -3.258 -2.525  0.032
13 O 0.675 -1.965 -1.361  -0.118
14 H 0.907 1.940 0.075  0.081
15 H 3.254 0.609 0.958  0.074
16 H 3.257 2.365 0.725  0.123
17 H 4.067 1.043 -1.297  0.130
18 H 2.771 2.179 -1.620  0.131
19 H 1.022 -0.250 -3.329  0.139
20 H 2.087 1.152 -3.532  0.130
21 H 3.465 -1.319 -0.973  0.115
22 H 3.464 -1.094 -2.732  0.132
23 C -5.400 5.456 -0.283  -0.110
24 C -4.366 5.060 -1.121  -0.098
25 C -3.480 4.072 -0.714  -0.120
26 C -3.630 3.455 0.527  -0.377
27 C -4.668 3.855 1.362  -0.101
28 C -5.548 4.853 0.958  -0.100
29 As -2.309 2.077 0.993  1.392
30 C -3.217 0.580 0.144  -0.314
31 C -3.190 0.235 -1.196  -0.087
32 C -3.844 -0.916 -1.618  -0.076
33 C -4.505 -1.721 -0.699  -0.091
34 C -4.522 -1.382 0.647  -0.036
35 C -3.880 -0.227 1.078  -0.203
36 C -3.796 0.239 2.474  -0.197
37 C -4.340 -0.397 3.585  -0.026
38 C -4.179 0.156 4.846  -0.084
39 C -3.464 1.337 5.015  -0.098
40 C -2.899 1.964 3.913  -0.113
41 C -3.073 1.422 2.649  -0.353
42 H -6.087 6.233 -0.596  0.093
43 H -4.243 5.525 -2.091  0.098
44 H -2.667 3.776 -1.370  0.097
45 H -4.802 3.378 2.324  0.092
46 H -6.354 5.154 1.616  0.095
47 H -2.630 0.837 -1.902  0.097
48 H -3.816 -1.197 -2.663  0.100
49 H -4.991 -2.630 -1.031  0.098
50 H -5.016 -2.030 1.361  0.107
51 H -4.866 -1.336 3.475  0.107
52 H -4.597 -0.349 5.708  0.097
53 H -3.334 1.756 6.005  0.093
54 H -2.320 2.871 4.046  0.099
55 Cl 2.800 -5.824 -0.419  0.770
56 C 3.483 -4.457 0.378  -0.581
57 C 4.842 -4.222 0.239  -0.110
58 C 5.421 -3.094 0.796  -0.097
59 C 4.636 -2.201 1.509  -0.132
60 C 3.287 -2.458 1.662  -0.562
61 Cl 2.319 -1.348 2.592  0.790
62 C 2.658 -3.584 1.102  -0.294
63 N 1.291 -3.713 1.207  0.094
64 C 0.542 -4.813 1.634  -0.202
65 C 1.121 -5.922 2.241  -0.066
66 C 0.325 -6.974 2.667  -0.104
67 C -1.051 -6.914 2.511  -0.108
68 C -1.624 -5.792 1.924  -0.039
69 C -0.850 -4.736 1.473  -0.149
70 C -1.446 -3.513 0.833  -0.042
71 C -1.332 -2.250 1.720  -0.635
72 O -1.728 -2.301 2.872  0.061
73 O -0.828 -1.211 1.142  -0.171
74 H 5.428 -4.922 -0.339  0.102
75 H 6.480 -2.909 0.673  0.100
76 H 5.062 -1.318 1.966  0.101
77 H 0.800 -2.831 1.229  0.065
78 H 2.195 -5.959 2.381  0.098
79 H 0.786 -7.837 3.131  0.094
80 H -1.678 -7.730 2.849  0.090
81 H -2.700 -5.731 1.810  0.109
82 H -2.514 -3.671 0.672  0.112
83 H -0.976 -3.314 -0.132  0.112

Record 2
Here is C38H32AsF6N3O4PPtS5 as an isolated structure from the Open Molecules 2025 dataset. Energies are from ωB97M-V/def2-TZVPD.

- LUMO energy (alpha / beta) (eV) = -2.8402 / -4.8099
- net charge = +1
- energy (eV) = -196431.6145
- HOMO-LUMO gap (alpha / beta) (eV) = 7.02 / 5.50
- highest occupied orbital energy (alpha / beta) (hartree) = -0.3622 / -0.3789
- 2S+1 = 5
- energy relative to the best compared isomer or geometry (same formula, charge and spin) (kJ/mol) = 139.4

Each line ends with the Löwdin charge.
Element x y z (Å)
1 Pt 0.089 -0.203 -0.080  0.451
2 F 0.900 -0.067 5.302  0.177
3 C 1.209 -1.110 4.552  -0.655
4 F 2.456 -1.482 4.778  0.175
5 F 0.391 -2.115 4.849  0.159
6 S 0.946 -0.640 2.754  0.636
7 O -0.471 -0.824 2.613  -0.333
8 O 1.464 0.671 2.570  -0.276
9 N 1.883 -1.719 1.935  -0.271
10 S 3.255 -0.982 1.227  0.722
11 O 2.843 -0.189 0.120  -0.318
12 O 4.113 -0.496 2.241  -0.204
13 C 4.173 -2.403 0.395  -0.659
14 F 5.308 -1.865 -0.002  0.191
15 F 3.489 -2.821 -0.668  0.142
16 F 4.420 -3.436 1.186  0.168
17 S 0.659 -0.162 -2.543  0.703
18 C 0.376 1.498 -2.849  -0.685
19 C 0.193 1.896 -4.190  -0.118
20 C -0.024 3.209 -4.509  -0.054
21 C -0.036 4.194 -3.502  -0.056
22 C 0.165 3.841 -2.196  -0.121
23 C 0.363 2.492 -1.829  -0.668
24 S 0.634 2.155 -0.170  0.698
25 H 0.211 1.132 -4.954  0.104
26 H -0.186 3.489 -5.540  0.114
27 H -0.201 5.229 -3.766  0.113
28 H 0.167 4.582 -1.408  0.102
29 C -0.267 -3.406 -1.404  -0.409
30 C -0.514 -4.917 -1.304  -0.398
31 As 0.948 -5.867 -0.360  1.352
32 C 0.032 -7.579 -0.101  -0.401
33 C 0.035 -8.163 1.161  -0.127
34 C -0.546 -9.407 1.363  -0.084
35 C -1.129 -10.077 0.300  -0.079
36 C -1.140 -9.499 -0.962  -0.074
37 C -0.561 -8.256 -1.163  -0.104
38 C 1.992 -6.451 -1.916  -0.404
39 C 2.816 -7.560 -1.729  -0.124
40 C 3.511 -8.106 -2.793  -0.076
41 C 3.405 -7.537 -4.055  -0.082
42 C 2.617 -6.414 -4.241  -0.082
43 C 1.925 -5.861 -3.172  -0.116
44 P -0.670 -2.449 0.125  0.899
45 C -2.461 -2.644 0.353  -0.406
46 C -3.299 -2.916 -0.725  -0.112
47 C -4.672 -2.983 -0.547  -0.061
48 C -5.228 -2.755 0.701  -0.060
49 C -4.404 -2.437 1.772  -0.059
50 C -3.032 -2.372 1.599  -0.122
51 C 0.075 -3.422 1.477  -0.342
52 C -0.670 -4.210 2.324  -0.096
53 C -0.106 -4.898 3.398  -0.040
54 C 1.273 -4.762 3.666  -0.070
55 C 2.071 -3.997 2.890  -0.031
56 C 1.541 -3.211 1.742  -0.321
57 H -0.870 -2.942 -2.190  0.068
58 H 0.779 -3.188 -1.649  0.058
59 H -0.616 -5.343 -2.304  0.066
60 H -1.443 -5.117 -0.767  0.067
61 H 0.506 -7.637 1.984  0.082
62 H -0.533 -9.858 2.347  0.105
63 H -1.570 -11.053 0.451  0.107
64 H -1.592 -10.021 -1.795  0.107
65 H -0.554 -7.820 -2.155  0.104
66 H 2.890 -8.001 -0.740  0.102
67 H 4.133 -8.979 -2.641  0.107
68 H 3.940 -7.968 -4.891  0.106
69 H 2.532 -5.967 -5.223  0.106
70 H 1.328 -4.970 -3.332  0.089
71 H -2.895 -3.063 -1.717  0.104
72 H -5.312 -3.191 -1.393  0.114
73 H -6.298 -2.815 0.840  0.112
74 H -4.832 -2.234 2.744  0.112
75 H -2.399 -2.102 2.432  0.090
76 H -1.723 -4.339 2.122  0.108
77 H -0.720 -5.542 4.010  0.118
78 H 1.700 -5.295 4.505  0.122
79 H 3.125 -3.897 3.104  0.117
80 H 2.102 -3.427 0.828  0.081
81 S -2.491 0.403 -0.777  0.752
82 C -2.678 1.714 0.268  -0.786
83 N -2.068 1.716 1.498  0.061
84 C -1.981 2.841 2.233  -0.049
85 C -2.612 3.971 1.809  -0.019
86 C -3.388 3.857 0.642  -0.078
87 N -3.405 2.774 -0.100  0.089
88 H -1.619 0.860 1.810  0.086
89 H -1.388 2.791 3.136  0.145
90 H -2.543 4.897 2.355  0.114
91 H -3.993 4.684 0.288  0.125